<1>
An isolated molecule of C3H3NO2, computed with wB97M-V/def2-TZVPD.

Structure (XYZ):
```
9
Properties=species:S:1:pos:R:3:lowdin_charge:R:1
O 1.9226 0.0168 0.4096 0.02
C 0.6583 0.2025 -0.1011 -0.48
C -0.1347 1.4217 0.2901 0.09
O -1.3751 0.9371 0.2550 -0.04
C -1.3557 -0.4659 0.0872 -0.15
N -0.2155 -0.9685 -0.0662 0.15
H 2.2208 -0.8486 0.0956 0.11
H 0.6706 0.5207 -1.1764 0.17
H -2.3239 -0.9506 0.0956 0.14
```

## Properties
LUMO energy ... 0.00409 hartree
E_HOMO ... -9.6 eV
Multiplicity ... 1
Charge ... 0

<2>
C3H3NO2 as an isolated structure, computed with wB97M-V/def2-TZVPD.

Structure (XYZ):
```
9
Properties=species:S:1:pos:R:3:lowdin_charge:R:1
O -0.2364 1.1243 1.8242 0.00
C -0.1970 0.3276 0.7795 -0.45
N 1.0782 0.3342 0.4447 0.02
O 1.2482 -0.2078 -0.7830 0.01
C 0.0433 -0.6537 -1.1349 -0.10
C -0.9328 -0.3876 -0.2135 0.05
H 0.9480 1.2347 1.4666 0.23
H 0.0371 -1.1599 -2.0855 0.13
H -1.9887 -0.6119 -0.2981 0.11
```

## Properties
LUMO energy ... 0.03278 hartree
E_HOMO ... -9.6 eV
Multiplicity ... 1
Charge ... 0

Ranked by calculated energy, most stable first: <1>, <2>.

<1>
A 2-piece molecular cluster, C2H7N2O overall, computed with wB97M-V/def2-TZVPD.

Structure (XYZ):
```
12
Properties=species:S:1:pos:R:3:lowdin_charge:R:1
C 0.4077 -1.2755 1.2663 0.14
C -0.0908 0.6249 -0.6820 -0.30
N -0.9321 1.5741 -0.4533 0.10
N 0.6879 0.4602 -1.7029 0.11
O -0.3069 -2.1677 1.8709 0.17
H 0.6451 -1.2610 0.1718 0.08
H 0.6315 -0.4401 1.7807 0.06
H -1.2223 2.2544 -1.2105 0.15
H -1.2092 1.6951 0.5156 0.11
H -0.4686 -2.0345 2.7812 0.13
H 0.6244 0.9431 -2.6452 0.16
H 1.2333 -0.3730 -1.6926 0.08
```

## Properties
LUMO energy (spin up / spin down) ... -0.19947 / -0.19944 hartree
E_HOMO (spin up / spin down) ... -12.9 / -12.9 eV
Multiplicity ... 1
Charge ... +1

<2>
An isolated ion of composition C2H7N2O and charge +1, computed with wB97M-V/def2-TZVPD.

Structure (XYZ):
```
12
Properties=species:S:1:pos:R:3:lowdin_charge:R:1
C 0.9594 0.5302 -0.1038 -0.17
C -1.2922 -0.3494 -0.2308 -0.21
N -0.5018 0.6679 -0.0302 0.02
N 1.1104 -0.9432 -0.0712 0.05
O -2.5693 -0.3446 -0.0136 0.16
H 1.3682 1.0195 -1.0109 0.15
H 1.5445 1.0602 0.7004 0.16
H 0.0062 -1.3569 -0.4657 0.19
H -0.9209 1.5743 0.4387 0.22
H 2.1063 -1.1146 -0.3492 0.17
H 0.9718 -1.2745 0.9363 0.18
H -2.7827 0.5312 0.2000 0.09
```

## Properties
LUMO energy ... -0.12267 hartree
E_HOMO ... -14.4 eV
Multiplicity ... 1
Charge ... +1

<3>
An isolated ion of composition C2H7N2O and charge +1, computed with wB97M-V/def2-TZVPD.

Structure (XYZ):
```
12
Properties=species:S:1:pos:R:3:lowdin_charge:R:1
N 1.5747 -0.9166 0.0281 0.10
O 1.5899 0.5070 -0.2594 -0.16
C 0.3046 0.9372 0.0501 -0.18
C -0.7004 0.0016 -0.5861 0.01
N -1.8387 -0.1889 0.0321 0.21
H 1.3260 -0.9112 0.9827 0.07
H 2.5173 -1.1696 -0.2054 0.12
H 0.2088 2.0079 -0.2686 0.18
H 0.1966 0.6468 1.1465 0.15
H -0.4186 -0.5255 -1.4725 0.15
H -2.0980 0.2293 0.9983 0.20
H -2.6623 -0.6180 -0.4458 0.17
```

## Properties
LUMO energy ... -0.19588 hartree
E_HOMO ... -14.2 eV
SMILES ... NOCC=[NH2+]
Multiplicity ... 1
Charge ... +1

<4>
A 2-piece molecular cluster, C2H7N2O overall, computed with wB97M-V/def2-TZVPD.

Structure (XYZ):
```
12
Properties=species:S:1:pos:R:3:lowdin_charge:R:1
N 2.4389 0.1989 -1.1458 0.10
C -0.5692 0.1523 1.4965 0.44
C -0.9034 -0.2751 0.1988 -0.50
N -2.1459 0.1027 -0.2974 0.20
O -0.1503 -0.9410 -0.5534 0.09
H 3.1655 -0.3464 -1.6312 0.06
H 1.6114 -0.3516 -0.8148 -0.01
H 2.7824 0.8710 -0.4694 0.03
H 0.3483 -0.1937 1.9376 0.13
H -1.2822 0.7459 2.0948 0.14
H -2.4344 -0.3947 -1.2073 0.19
H -2.8611 0.4319 0.3916 0.14
```

## Properties
LUMO energy ... -0.34982 hartree
E_HOMO ... -13.4 eV
Multiplicity ... 1
Charge ... +1

Ranked by calculated energy, most stable first: <2>, <3>, <1>, <4>.

<1>
An isolated ion of composition C2H7N2O and charge +1, computed with wB97M-V/def2-TZVPD.

Structure (XYZ):
```
12
Properties=species:S:1:pos:R:3:lowdin_charge:R:1
N -1.5475 -0.6594 -0.2209 0.17
C -0.6019 0.4332 0.1448 -0.08
N 0.7681 -0.0789 -0.5359 -0.07
C 1.9739 0.4324 -0.0014 -0.15
O 1.5069 -0.8103 0.3999 -0.01
H -2.4194 -0.4955 0.2638 0.15
H -1.6997 -0.8467 -1.2281 0.18
H -1.3638 -1.6914 0.3020 0.28
H -0.8313 1.4975 -0.1524 0.16
H -0.5047 0.4601 1.2098 0.12
H 2.9350 0.4609 -0.6472 0.17
H 1.7844 1.2981 0.4656 0.08
```

## Properties
LUMO energy ... -0.15561 hartree
E_HOMO ... -14.4 eV
SMILES ... [NH3+]CN1CO1
Multiplicity ... 1
Charge ... +1

<2>
A 2-piece molecular cluster, C2H7N2O overall, computed with wB97M-V/def2-TZVPD.

Structure (XYZ):
```
12
Properties=species:S:1:pos:R:3:lowdin_charge:R:1
C 1.4680 0.3733 0.2794 -0.09
C 0.1735 -1.6537 -0.3992 0.04
N 2.2888 0.9876 0.9038 0.31
N 0.3859 -0.2310 0.0344 0.08
O -2.2093 1.2055 -0.2477 -0.08
H -0.4659 0.2678 -0.1408 0.10
H 0.6894 -2.3557 0.2248 0.10
H 0.3592 -1.8595 -1.4606 0.11
H -0.8771 -1.6874 -0.2790 0.08
H 2.9268 1.7849 0.6994 0.16
H -2.1158 2.2375 -0.1857 0.13
H -2.6235 0.9307 0.5711 0.05
```

## Properties
LUMO energy ... -0.16006 hartree
E_HOMO ... -16.2 eV
Multiplicity ... 1
Charge ... +1

Ranked by calculated energy, most stable first: <2>, <1>.

<1>
A 2-piece molecular cluster, CH3N3O overall, computed with wB97M-V/def2-TZVPD.

Structure (XYZ):
```
8
Properties=species:S:1:pos:R:3:lowdin_charge:R:1
C 0.2922 0.2003 2.3862 -0.43
N -0.1003 -0.2236 -1.9073 -0.14
N -0.6967 0.5824 -1.2443 -0.03
N 0.0654 0.0323 1.2300 0.20
O 0.5574 0.3168 3.4943 0.16
H -0.4967 -0.4954 -2.9236 0.15
H 0.8673 -0.7055 -1.5422 0.16
H -0.4885 0.2926 0.5070 -0.06
```

## Properties
LUMO energy ... 0.01864 hartree
E_HOMO ... -8.9 eV
Multiplicity ... 1
Charge ... 0

<2>
A 2-piece molecular cluster, CH3N3O overall, computed with wB97M-V/def2-TZVPD.

Structure (XYZ):
```
8
Properties=species:S:1:pos:R:3:lowdin_charge:R:1
N 0.3136 -1.9307 2.9060 0.22
N 1.2189 -2.1890 2.3266 -0.37
O 2.1765 -2.4901 1.7652 0.08
C -0.1963 0.3248 0.0935 -0.13
N 0.5296 -0.6888 0.1644 0.02
H -0.5780 0.7990 -0.8151 0.06
H -0.4911 0.7939 1.0292 0.06
H 0.8001 -1.1173 -0.7215 0.06
```

## Properties
LUMO energy ... 0.04337 hartree
E_HOMO ... -10.3 eV
SMILES ... N#[N+][O-].C=N
Multiplicity ... 1
Charge ... 0

<3>
An isolated molecule of CH3N3O, computed with wB97M-V/def2-TZVPD.

Structure (XYZ):
```
8
Properties=species:S:1:pos:R:3:lowdin_charge:R:1
N 2.0210 -0.5943 1.1215 0.15
C 0.9031 -0.3231 0.7435 -0.29
N -0.0803 -0.2580 0.0486 0.06
N -0.9694 0.7277 -0.2959 -0.12
O -1.9973 0.1889 -1.0754 -0.07
H 2.2625 -0.8278 2.0670 0.06
H -0.5035 1.4693 -0.8344 0.13
H -1.6362 -0.3827 -1.7750 0.09
```

## Properties
LUMO energy ... 0.02500 hartree
E_HOMO ... -9.0 eV
SMILES ... N=C=NNO
Multiplicity ... 1
Charge ... 0

Ranked by calculated energy, most stable first: <2>, <1>, <3>.

<1>
An isolated molecule of C6H5NOS2, computed with wB97M-V/def2-TZVPD.

Structure (XYZ):
```
15
Properties=species:S:1:pos:R:3:lowdin_charge:R:1
N -0.3721 1.9052 -4.5302 0.15
C -0.3536 1.4614 -3.4478 -0.23
C -0.1505 0.8672 -2.1144 -0.48
C -1.0795 0.2498 -1.3522 -0.11
C -0.7991 -0.0700 0.1121 -0.13
C 0.4065 -0.4722 0.6288 -0.58
C 0.6786 -1.0456 2.1161 -0.29
O -0.3312 -0.7228 3.0572 -0.16
S 1.6667 -0.7786 -0.5518 0.54
S 1.6232 0.9636 -1.4080 0.55
H -2.1418 0.3849 -1.4658 0.11
H -1.5962 0.0542 0.8647 0.11
H 1.7241 -0.7367 2.5049 0.13
H 0.6715 -2.2038 1.8493 0.15
H 0.0534 0.1434 3.7372 0.23
```

## Properties
LUMO energy ... -0.02269 hartree
E_HOMO ... -8.9 eV
SMILES ... N#CC1=CC=C(CO)SS1
Multiplicity ... 1
Charge ... 0

<2>
An isolated molecule of C6H5NOS2, computed with wB97M-V/def2-TZVPD.

Structure (XYZ):
```
15
Properties=species:S:1:pos:R:3:lowdin_charge:R:1
C -0.9402 -1.8209 -0.4772 0.05
C -0.7964 -0.5291 -0.8740 -0.17
C -1.0172 0.3505 0.2932 -0.48
S -1.6102 2.1248 -0.0361 0.85
C -0.0319 1.5042 0.6532 -0.61
C 1.2940 1.5240 0.1273 -0.79
S 2.2823 2.6100 -0.6135 0.76
C 1.8680 0.1721 0.4593 -0.01
N 1.7413 -0.9232 0.1014 -0.14
O 1.8096 -2.0483 -0.1645 0.09
H -1.1929 -2.6544 -1.0364 0.06
H -0.8184 -1.8232 0.5551 0.05
H -1.1852 -0.1196 -1.7514 0.08
H -1.5398 -0.2357 1.0199 0.10
H 0.1370 1.8688 1.7436 0.16
```

## Properties
LUMO energy ... -0.04009 hartree
E_HOMO ... -9.3 eV
SMILES ... C=C[C@@H]1S[C@@H]1C(=S)C#[N+][O-]
Multiplicity ... 1
Charge ... 0

Ranked by calculated energy, most stable first: <1>, <2>.

<1>
A 2-piece molecular cluster, C3H8NO4 overall, computed with wB97M-V/def2-TZVPD.

Structure (XYZ):
```
16
Properties=species:S:1:pos:R:3:lowdin_charge:R:1
C -0.1883 -0.7973 -1.5861 -0.21
C 1.2962 -1.1675 -1.5068 -0.24
O 1.8304 -1.3558 -0.1847 -0.11
N -0.6939 0.2022 -0.6527 0.04
C -0.7641 -0.1691 0.7076 -0.77
O -1.0224 0.7932 1.4998 -0.08
O -0.5793 -1.3478 0.9747 -0.02
H -0.8020 -1.6636 -1.4594 0.10
H -0.3486 -0.4010 -2.5811 0.10
H 1.4660 -2.1517 -1.9625 0.10
H 1.8679 -0.3475 -1.9666 0.10
H 1.1021 -1.2021 0.4332 0.02
H -0.2774 1.1126 -0.7591 0.10
H 0.3962 3.0341 1.4536 0.02
H -0.7835 2.3821 0.8876 -0.03
O -0.3158 3.2473 0.8354 -0.13
```

## Properties
LUMO energy ... 0.14259 hartree
E_HOMO ... -4.9 eV
Multiplicity ... 1
Charge ... -1

<2>
A 2-piece molecular cluster, C3H8NO4 overall, computed with wB97M-V/def2-TZVPD.

Structure (XYZ):
```
16
Properties=species:S:1:pos:R:3:lowdin_charge:R:1
C 0.1856 -1.1002 -0.8656 -0.19
C 1.5803 -1.0229 -0.4056 -0.30
O 1.8486 -1.6750 0.8637 -0.11
N -0.6377 0.0618 -0.3334 0.02
C -1.2370 0.0887 0.9839 -0.77
O -1.9194 1.0852 1.2796 -0.06
O -1.1269 -1.0346 1.5337 -0.08
H -0.4135 -2.0235 -0.4535 0.15
H -0.0013 -1.0023 -1.9575 0.11
H 2.2503 -1.7164 -1.0327 0.12
H 2.1193 -0.1025 -0.5240 0.10
H 0.9692 -1.4253 1.2648 0.06
H -0.6927 0.8260 -0.8951 0.04
H -0.3169 2.6088 0.0227 0.01
H -1.7369 3.0093 0.4272 0.05
O -0.8710 3.4231 0.0919 -0.15
```

## Properties
LUMO energy ... 0.13947 hartree
E_HOMO ... -4.9 eV
Multiplicity ... 1
Charge ... -1

Ranked by calculated energy, most stable first: <1>, <2>.